C28H80Br4O32P8 | ωB97M-V/def2-TZVPD

XYZ file:
```
152
Properties=species:S:1:pos:R:3:forces:R:3:lowdin_charge:R:1
C 1.4063 6.7915 4.8723 -1.35 -0.91 -2.74 -0.040
O 1.8264 5.8234 3.8683 0.12 -0.11 -0.29 -0.257
P 2.3932 6.1972 2.4198 0.55 -1.28 2.09 0.341
O 3.5530 7.0758 2.5014 0.34 0.46 -0.67 -0.221
O 2.6961 4.6929 1.9003 -1.10 1.37 -0.78 -0.227
C 3.6998 3.9548 2.5773 -0.15 -0.17 0.41 -0.098
O 1.1007 6.7379 1.7422 -0.36 0.31 -1.57 -0.237
C 1.0788 7.6929 0.5938 -0.21 -0.41 1.43 -0.011
H 0.6316 7.4295 4.3819 0.48 -0.27 0.71 0.099
H 2.2286 7.3596 5.1929 1.01 0.68 0.69 0.071
H 0.9739 6.1049 5.5634 -0.32 0.29 1.13 0.080
H 4.0253 3.1041 1.9699 -0.35 0.21 0.15 0.090
H 3.3257 3.6902 3.5571 -0.27 -0.68 0.12 0.084
H 4.5212 4.5867 2.7973 1.14 0.65 -0.15 0.070
H 2.0182 8.2072 0.5549 0.51 0.34 0.12 0.075
H 0.2622 8.3892 0.8521 0.40 -0.46 -0.58 0.099
H 0.9451 7.1286 -0.3146 -0.46 -0.03 -0.17 0.076
C -2.7796 -0.1553 0.5354 -1.97 0.74 2.18 -0.055
O -1.8115 0.8901 0.8684 0.27 0.00 -0.75 -0.208
P -0.7255 0.9144 2.0059 0.91 -1.94 0.57 0.396
O -1.1580 0.4159 3.3247 -0.33 0.22 -0.19 -0.254
O 0.5191 0.0066 1.4342 -1.86 0.90 0.05 -0.258
C 1.5101 -0.4547 2.3211 1.14 0.03 1.62 -0.129
O -0.0929 2.3482 2.0432 -0.25 -0.50 -0.92 -0.199
C -0.7374 3.4893 2.6081 1.15 1.59 -0.99 -0.066
H -3.6342 0.2578 -0.0457 0.88 0.32 0.45 0.088
H -3.1913 -0.5525 1.4963 0.27 0.37 -0.55 0.093
H -2.4719 -0.9990 -0.0109 1.53 -0.67 -0.79 0.048
H 2.0602 -1.2752 1.8284 -0.19 0.50 0.12 0.091
H 1.1540 -0.8321 3.3159 -0.29 0.15 -1.07 0.069
H 2.1975 0.3759 2.6266 -0.29 -0.58 -0.60 0.099
H -0.6906 3.4315 3.6755 0.00 -0.02 0.66 0.085
H -1.7538 3.6634 2.2594 -0.02 -0.37 -0.14 0.080
H -0.0892 4.3420 2.2270 -0.98 -0.86 0.80 0.086
C -0.4485 -6.3869 -0.7843 -0.41 -2.31 0.22 -0.099
O -1.1739 -5.2730 -0.3723 -0.30 1.15 0.41 -0.251
P -2.1852 -5.3667 0.8465 -0.13 1.69 -0.94 0.373
O -1.8852 -6.4162 1.8042 -0.06 -0.43 0.38 -0.201
O -2.2135 -3.8412 1.3459 -0.21 -0.59 -0.21 -0.220
C -1.0209 -3.2795 1.8957 0.99 1.16 0.95 -0.085
O -3.5899 -5.4057 0.0903 -0.24 0.23 0.26 -0.236
C -4.0551 -6.6980 -0.3456 -0.72 -0.09 0.60 -0.081
H 0.2079 -6.1114 -1.5998 -0.34 -0.13 -0.21 0.062
H -1.1646 -7.2567 -0.9730 1.03 1.02 -0.34 0.112
H 0.1575 -6.7203 0.0445 0.46 -0.21 0.21 0.088
H -0.9597 -3.4227 3.0220 -0.31 0.18 -1.41 0.119
H -0.9204 -2.1729 1.6426 -0.69 -1.41 0.39 0.086
H -0.1286 -3.7180 1.4464 -0.06 -0.29 0.00 0.067
H -3.7351 -6.9272 -1.3618 0.12 0.23 -0.03 0.083
H -5.1872 -6.7172 -0.3181 1.42 0.06 0.19 0.110
H -3.5885 -7.3920 0.3595 -0.62 -0.51 -0.28 0.078
C -2.0310 -3.2266 -2.3771 0.36 0.48 0.27 -0.061
O -2.6395 -1.9560 -2.1189 -0.31 1.13 0.29 -0.254
P -4.0990 -1.5877 -2.6181 1.09 0.03 1.31 0.334
O -4.4999 -0.2147 -2.2881 -0.01 -0.28 0.15 -0.224
O -3.9578 -1.8850 -4.1471 -1.55 -0.73 -1.10 -0.183
C -5.2110 -2.0410 -4.8841 -1.09 -0.44 1.31 -0.065
O -5.0042 -2.7360 -1.9532 0.01 0.06 -0.62 -0.217
C -5.1958 -2.6075 -0.5304 -0.71 0.28 -0.20 -0.077
H -1.6050 -3.1744 -3.3583 0.48 -0.06 -0.56 0.081
H -2.8396 -3.9399 -2.3962 0.15 -0.79 0.45 0.080
H -1.2224 -3.3736 -1.6249 -0.99 -0.05 -0.64 0.098
H -5.3439 -1.3256 -5.6687 0.47 0.55 -0.32 0.081
H -6.1090 -1.9730 -4.2167 0.88 0.28 -0.28 0.098
H -5.2981 -3.0412 -5.2763 0.53 -0.35 -0.27 0.083
H -5.7514 -3.4370 -0.1377 -1.07 -0.41 -0.55 0.081
H -5.7203 -1.6513 -0.3559 0.56 -0.45 0.37 0.104
H -4.2998 -2.8208 0.0103 1.19 0.89 0.20 0.057
C 1.1877 -6.2479 -4.7930 0.82 0.25 -1.72 -0.082
O 1.8742 -6.1385 -3.5468 -1.33 -1.56 -0.63 -0.195
P 2.6744 -4.9476 -3.0075 0.57 0.53 1.54 0.266
O 4.0908 -5.1487 -2.7670 1.32 -0.22 0.07 -0.206
O 2.3704 -3.8679 -4.0640 -1.09 0.45 -1.39 -0.206
C 3.2048 -2.7302 -4.2461 -1.09 -0.15 1.17 -0.053
O 1.8952 -4.6470 -1.6640 -0.30 -0.17 -0.58 -0.229
C 2.3064 -3.6271 -0.7265 -1.60 -0.18 -1.49 -0.046
H 1.6974 -5.6540 -5.6137 -0.49 -0.37 1.16 0.101
H 0.1375 -5.8960 -4.7512 0.59 -0.45 0.30 0.096
H 1.3146 -7.2938 -5.1357 -0.58 0.48 0.50 0.095
H 3.3346 -2.3710 -3.2457 0.48 1.06 0.35 0.062
H 2.6476 -2.0415 -4.8585 0.08 0.28 -0.23 0.092
H 4.1327 -3.0457 -4.6293 1.17 -0.18 -0.74 0.079
H 3.3327 -3.4063 -0.8410 1.05 0.19 0.29 0.037
H 1.9781 -4.0237 0.1919 0.21 -0.32 1.47 0.069
H 1.6710 -2.7763 -0.9543 0.18 0.46 0.00 0.071
C 5.7265 -0.3539 0.9544 -0.17 0.02 -0.21 -0.082
O 6.6341 -0.5459 -0.1359 -0.31 1.75 1.35 -0.172
P 6.2650 -1.6925 -1.1182 2.49 0.09 0.69 0.229
O 4.8723 -1.9899 -1.1073 -3.29 -0.83 -0.53 -0.200
O 6.9092 -1.1160 -2.4006 -0.20 0.33 -1.94 -0.172
C 6.0992 -0.2618 -3.2460 -0.57 -0.77 -0.38 -0.061
O 7.2216 -2.8296 -0.6554 -0.06 -2.33 -0.27 -0.197
C 6.8071 -4.2806 -0.8235 1.02 0.74 -0.45 -0.013
H 5.9449 -1.0724 1.6910 0.09 -1.27 0.99 0.077
H 4.6832 -0.4591 0.6473 0.26 0.10 -0.03 0.057
H 5.8934 0.5738 1.4628 0.26 0.88 -0.33 0.082
H 6.5073 0.7186 -3.2901 0.81 0.65 -0.08 0.077
H 5.0683 -0.1176 -2.9141 0.05 -0.45 0.40 0.073
H 6.0393 -0.7177 -4.2425 0.25 0.17 0.26 0.095
H 6.3002 -4.4557 -1.7886 0.32 0.23 0.41 0.070
H 6.1235 -4.5392 -0.0299 -0.12 0.07 0.26 0.077
H 7.7492 -4.8789 -0.7379 -0.87 0.71 -0.12 0.098
C -4.5245 4.3990 -0.9655 0.77 1.01 -0.25 -0.064
O -3.7462 5.5605 -1.4245 0.27 -0.03 1.15 -0.195
P -2.3043 5.8238 -0.8024 -1.26 -0.07 0.82 0.353
O -1.8014 7.1782 -0.9540 0.24 0.59 -0.52 -0.215
O -2.4075 5.4238 0.7625 -0.26 0.18 -0.36 -0.243
C -2.2572 6.5186 1.6780 1.38 -0.07 0.07 -0.085
O -1.4673 4.6649 -1.4049 -0.82 -0.45 -0.94 -0.186
C -0.2147 4.2392 -0.9432 0.18 -0.18 0.88 -0.062
H -4.7440 3.9296 -1.8833 -0.27 -1.22 -0.66 0.082
H -5.4344 4.6709 -0.4789 -0.66 0.90 0.11 0.068
H -4.0175 3.8172 -0.2201 0.68 -0.52 -0.12 0.032
H -3.1277 7.1301 1.7819 -0.65 0.38 -0.39 0.089
H -1.3770 7.0927 1.3555 -0.64 0.08 0.28 0.055
H -2.0376 6.1312 2.6618 0.04 -0.51 0.22 0.081
H -0.0427 4.6171 0.0654 0.37 0.19 -0.13 0.072
H 0.5455 4.5177 -1.6520 0.40 0.26 -0.11 0.100
H -0.2658 3.1708 -0.8710 0.18 -0.55 -0.01 0.066
C -1.4193 1.2197 -2.4206 -1.17 -1.87 -0.66 -0.080
O -0.0189 1.2704 -2.2397 0.17 -0.06 0.94 -0.225
P 0.9169 0.1174 -2.7721 -0.42 -0.29 -0.27 0.343
O 0.5100 -1.2817 -2.5814 0.22 0.45 0.44 -0.199
O 0.9887 0.4197 -4.3061 0.62 1.23 -0.96 -0.203
C 0.9278 1.7392 -4.9464 1.19 -0.02 0.35 -0.052
O 2.3006 0.5857 -2.1674 -0.12 -0.22 -0.53 -0.193
C 2.4695 0.5405 -0.7512 -0.60 -0.88 0.25 -0.082
H -1.9676 1.2419 -1.5109 0.08 0.51 1.20 0.052
H -1.7981 0.2211 -2.7994 0.83 1.22 -0.32 0.097
H -1.7124 2.0709 -2.9980 -0.27 0.28 -0.66 0.092
H 1.6932 1.7463 -5.7185 -0.05 -0.31 -0.16 0.082
H 1.1651 2.6681 -4.3661 -0.44 -1.25 0.37 0.105
H -0.0313 1.8153 -5.4042 -0.72 0.15 -0.22 0.076
H 1.6353 1.0348 -0.2448 0.57 0.36 -0.10 0.079
H 3.4547 0.8966 -0.5732 0.55 0.92 0.32 0.074
H 2.4930 -0.4841 -0.3707 -0.21 -0.18 -0.39 0.068
Br -4.4425 -0.9990 4.6932 -0.19 -0.11 -0.01 0.623
C -5.5143 0.3293 3.7774 -0.62 1.01 0.90 -0.708
C -4.6351 1.5446 3.5106 0.19 0.30 -0.20 -0.680
Br -5.5278 2.6643 2.1650 0.09 -0.06 0.02 0.646
H -6.4090 0.6099 4.4310 1.34 -0.45 -0.88 0.090
H -5.8823 -0.0765 2.8510 -0.01 -0.35 -0.21 0.026
H -3.6073 1.3648 3.1510 -0.68 -0.38 0.02 0.022
H -4.5446 2.2006 4.3636 -0.06 -0.06 0.34 0.048
Br -2.0509 0.5683 7.2703 -0.26 -0.15 -0.10 0.616
C -0.1847 0.9174 6.9573 0.96 -0.50 0.02 -0.721
C 0.4872 -0.2280 6.1356 -1.09 1.23 -0.79 -0.658
Br 2.4423 0.0169 6.2473 -0.44 0.13 -0.49 0.582
H 0.2445 1.1395 7.9556 -0.01 -0.54 -0.76 0.052
H -0.1254 1.8173 6.3698 -0.07 0.35 -0.18 0.033
H 0.0314 -0.2386 5.0649 1.22 0.24 1.75 0.055
H 0.3688 -1.1917 6.5635 -0.37 -0.69 0.51 0.021
```
Positions in Å, forces in eV/Å.

The calculation puts the calculated total energy at -450351.3395 eV. Its LUMO energy is 0.34 eV. The spin multiplicity is 1. For the HOMO-LUMO gap, the calculation gives 0.379 Eh. The structure (SMILES) is COP(=O)(OC)OC.COP(=O)(OC)OC.COP(=O)(OC)OC.COP(=O)(OC)OC.COP(=O)(OC)OC.COP(=O)(OC)OC.COP(=O)(OC)OC.COP(=O)(OC)OC.BrCCBr.BrCCBr. The energy relative to the best compared isomer or geometry (same formula, charge and spin) comes out at 59.5 kJ/mol.